Density functional theory data (the ωB97M-V functional and the def2-TZVPD basis) for a structure of composition C36H42F8N10O16S8 at a distorted geometry.

CARTESIAN COORDINATES (ANGSTROEM)
1 C 13.93894 8.64138 18.83381
2 N 14.92245 8.63228 17.74188
3 C 14.64260 7.89159 16.67039
4 C 15.47608 7.82024 15.56576
5 C 16.61887 8.64442 15.57296
6 C 16.99696 9.22796 16.82092
7 C 16.10722 9.29065 17.87773
8 C 17.44634 8.73857 14.29689
9 C 17.26765 7.80161 13.26847
10 C 18.02940 7.94258 12.11346
11 N 18.88019 8.93929 11.96766
12 C 19.03080 9.89601 12.91570
13 C 18.38214 9.75872 14.09726
14 C 19.90119 8.89311 10.82927
15 H 14.37946 8.14657 19.70509
16 H 13.00791 8.19808 18.46088
17 H 13.74110 9.70952 19.02764
18 H 13.76442 7.33029 16.84182
19 H 15.17828 7.23547 14.68715
20 H 17.79773 9.94847 16.95724
21 H 16.21704 9.88384 18.77040
22 H 16.62994 6.93341 13.32578
23 H 17.95630 7.26308 11.23144
24 H 19.67910 10.74977 12.75493
25 H 18.61731 10.53125 14.82950
26 H 20.50665 7.99701 10.95153
27 H 20.50694 9.77790 10.93460
28 H 19.35023 8.80182 9.91614
29 C 19.28583 14.63500 17.00616
30 N 18.27593 14.85221 15.95764
31 C 18.23133 14.04528 14.89245
32 C 17.17892 14.01979 14.01000
33 C 16.10602 14.89721 14.21125
34 C 16.29066 15.90209 15.16742
35 C 17.38229 15.82662 16.05060
36 C 14.86133 14.81886 13.39890
37 C 13.71654 15.61218 13.75540
38 C 12.56705 15.56384 12.96297
39 N 12.55340 14.79387 11.81459
40 C 13.61866 14.04674 11.48555
41 C 14.74262 14.06678 12.22855
42 C 11.40668 14.94891 10.84189
43 H 19.14060 15.17281 17.91928
44 H 20.21243 14.92353 16.51932
45 H 19.33669 13.57791 17.23812
46 H 19.07373 13.37973 14.76114
47 H 17.19471 13.32047 13.19446
48 H 15.65479 16.75982 15.23757
49 H 17.48808 16.45367 16.92435
50 H 13.75928 16.27940 14.61011
51 H 11.67523 16.12036 13.16474
52 H 13.58362 13.57019 10.52460
53 H 15.55382 13.51286 11.74011
54 H 10.86349 14.01707 10.77900
55 H 11.72374 15.22149 9.82812
56 H 10.81091 15.74028 11.24297
57 C 8.23156 11.97408 14.87172
58 N 8.86342 12.49943 16.07322
59 C 10.03865 11.88362 16.53932
60 C 10.68717 12.40272 17.60649
61 C 10.22054 13.57336 18.20800
62 C 9.10098 14.18615 17.66908
63 C 8.41505 13.64888 16.61228
64 C 11.06288 14.07995 19.33050
65 C 12.45853 14.09731 19.23057
66 C 13.25775 14.25253 20.42718
67 N 12.68146 14.31480 21.61261
68 C 11.35633 14.35359 21.73412
69 C 10.50847 14.29099 20.64315
70 C 13.58101 14.55642 22.83473
71 H 8.39952 10.91466 14.71872
72 H 8.68602 12.46422 13.99941
73 H 7.18264 12.25376 14.78625
74 H 10.30870 11.04326 15.92191
75 H 11.52074 11.77245 17.98062
76 H 8.61034 15.13676 17.94266
77 H 7.56611 14.11455 16.18648
78 H 12.95848 13.92533 18.28037
79 H 14.34392 14.13070 20.42741
80 H 11.00074 14.51278 22.74503
81 H 9.42076 14.29098 20.78747
82 H 14.44244 13.90489 22.81617
83 H 12.92137 14.27712 23.63697
84 H 13.79080 15.61085 22.87363
85 N 16.83293 13.46845 20.01714
86 S 17.34434 14.89645 20.59125
87 O 17.47574 15.78823 19.41178
88 O 18.24676 14.89245 21.70179
89 F 15.94758 15.42968 21.23094
90 S 17.42858 12.15850 20.75885
91 O 18.13086 12.22966 21.93216
92 O 17.75430 11.30022 19.75054
93 F 15.88423 11.63547 21.24261
94 N 12.12701 6.57658 12.67256
95 S 13.59570 6.50637 11.95650
96 O 13.76266 5.28098 11.25789
97 O 14.72618 7.08492 12.70507
98 F 13.49840 7.54310 10.86348
99 S 11.87689 7.95940 13.52540
100 O 12.78966 8.18833 14.61710
101 O 10.47611 8.17971 13.66348
102 F 12.25385 9.04344 12.46556
103 N 14.97031 11.71474 9.99091
104 S 15.68935 12.46748 8.89856
105 O 17.01725 12.06150 8.73229
106 O 15.45011 13.87548 8.79382
107 F 14.96759 11.84382 7.62461
108 S 15.91582 11.00190 10.99195
109 O 16.76201 11.85996 11.73551
110 O 16.51218 9.85348 10.44196
111 F 14.90679 10.40359 12.13104
112 N 14.44818 13.32312 16.29871
113 S 15.37186 13.06771 17.51130
114 O 16.69396 12.68552 17.22210
115 O 14.72161 12.34112 18.51521
116 F 15.39989 14.59541 17.91339
117 S 13.78599 11.96869 15.65712
118 O 12.94060 11.22999 16.47076
119 O 14.75744 11.24661 14.91861
120 F 12.83797 12.66076 14.68747

Values from the calculation:
orbital gap: 6.0 eV
DFT total energy: -7132.20309 Eh
LUMO energy: -6.755 eV
charge: +2
max |F|: 6.51 eV/Å